[1]
Below is one molecule with the formula C4H4FNO, with properties calculated with wB97M-V/def2-TZVPD.

Each line ends with the natural charge from an NBO analysis.
Positions of all 11 atoms, in Å:
C  0.1472  -0.4414  1.0011  0.093
C  -0.8832  -0.9483  -0.0423  -0.281
C  -0.7530  -0.1709  -1.2143  -0.013
C  0.6797  0.8347  0.4449  0.606
H  -0.1031  -0.2677  2.1740  0.216
H  -1.3279  -1.9127  0.2770  0.245
H  -0.7445  -0.0937  -2.4871  0.268
H  0.4329  1.7232  -1.5143  0.418
N  0.0779  1.0442  -0.7278  -0.634
O  1.2620  1.5952  1.1967  -0.563
F  1.2120  -1.3625  0.8922  -0.354

The LUMO energy comes out at 0.0046 Eh. The HOMO energy is -9.4 eV. The SMILES is O=C1NC=C[C@H]1F. For the electronic energy, the calculation gives -10465.024 eV.

***

[2]
Below is a 9-piece molecular cluster, C8H36N2O9 overall, with properties calculated with wB97M-V/def2-TZVPD.

Each line ends with the natural charge from an NBO analysis.
Positions of all 55 atoms, in Å:
O  0.2631  -4.9298  11.8889  -0.961
H  -0.2631  -4.1186  11.9206  0.498
H  0.5838  -5.0494  11.0041  0.478
O  -4.1068  -5.2226  10.6798  -0.986
H  -5.0546  -5.1771  10.6679  0.477
H  -3.8149  -4.4384  11.1768  0.506
O  -0.7782  -9.2080  13.8577  -0.956
H  -1.3010  -8.5421  13.3868  0.482
H  -0.5720  -9.8509  13.1494  0.473
O  -2.5580  -3.5622  12.5501  -0.993
H  -2.5975  -4.4327  12.9873  0.506
H  -2.8623  -2.9002  13.1860  0.483
O  -0.0206  -8.3943  10.7640  -0.945
H  0.6174  -8.5606  10.0642  0.472
H  -0.2947  -7.4764  10.6725  0.473
O  -2.4763  -6.8437  8.6711  -0.971
H  -2.9904  -7.5496  8.2363  0.474
H  -3.0879  -6.2088  9.0690  0.493
O  -2.0693  -6.3599  12.7864  -0.994
H  -2.6231  -6.4637  12.0108  0.492
H  -1.1888  -6.1079  12.5073  0.503
C  -0.2487  -7.2601  18.2387  -0.619
C  -0.7390  -6.3323  17.1461  -0.071
C  -0.7644  -4.9030  17.6560  -0.073
O  -1.1541  -4.0205  16.6129  -0.542
C  -2.5584  -3.7488  16.5300  -0.245
N  0.2237  -6.4157  15.9632  -0.838
H  0.7036  -6.9152  18.6537  0.209
H  -0.1055  -8.2458  17.7717  0.215
H  -0.9682  -7.3468  19.0344  0.209
H  -1.7536  -6.6054  16.8569  0.164
H  0.2827  -4.7377  17.9358  0.194
H  -1.3838  -4.8797  18.5785  0.164
H  -3.2258  -4.6240  16.5702  0.173
H  -2.7463  -3.2294  15.5944  0.167
H  -2.8535  -3.0492  17.2882  0.170
H  0.2742  -7.4135  15.8194  0.360
H  -0.2018  -6.0277  15.1103  0.363
C  -5.1386  -5.6678  14.5539  -0.626
C  -6.3996  -6.5281  14.4188  -0.071
C  -6.0365  -7.8012  13.7347  -0.073
O  -7.1984  -8.6020  13.5905  -0.531
C  -7.8699  -8.2623  12.4178  -0.249
N  -6.9955  -6.7771  15.7633  -0.852
H  -4.5001  -5.7262  13.6703  0.213
H  -4.6244  -6.0562  15.4179  0.224
H  -5.4418  -4.6381  14.7536  0.203
H  -7.1628  -6.0759  13.7603  0.156
H  -5.2613  -8.3503  14.3038  0.201
H  -5.5992  -7.5679  12.7438  0.163
H  -8.6764  -8.9420  12.3941  0.195
H  -7.2143  -8.4037  11.5455  0.157
H  -8.2302  -7.2374  12.2910  0.157
H  -7.2742  -5.8943  16.1768  0.353
H  -7.8288  -7.3857  15.7518  0.375

The LUMO energy comes out at 0.0022 Eh. The HOMO energy is -8.9 eV. The SMILES is COC[C@H](C)N.COC[C@H](C)N.O.O.O.O.O.O.O. For the electronic energy, the calculation gives -30286.994 eV.

***

[3]
Below is one molecule with the formula C25H28N8O2S, with properties calculated with wB97M-V/def2-TZVPD.

Each line ends with the natural charge from an NBO analysis.
Positions of all 64 atoms, in Å:
C  2.1966  5.3349  -0.8544  -0.627
C  1.3449  4.2379  -0.2947  -0.007
C  0.7514  3.3072  -1.1361  -0.186
C  0.0072  2.2609  -0.6267  -0.247
C  -0.1759  2.1331  0.7428  0.040
C  0.4051  3.0672  1.5889  -0.208
C  1.1561  4.1057  1.0744  -0.198
H  1.6130  4.8158  1.7484  0.210
H  0.2815  2.9646  2.6576  0.217
C  -0.9178  0.9600  1.3620  -0.131
C  0.1384  0.0574  1.8928  0.373
N  0.4758  -0.0926  3.1520  -0.303
N  1.4868  -0.9484  3.1752  -0.051
N  1.7909  -1.3386  2.0113  -0.073
N  0.9578  -0.7345  1.1521  -0.227
C  1.0984  -0.8485  -0.2440  -0.466
H  0.2132  -0.4701  -0.7499  0.281
H  1.3312  -1.8733  -0.5301  0.249
S  2.5769  0.1899  -0.7326  2.156
O  2.3857  0.5666  -2.1061  -0.940
O  2.7294  1.2193  0.2533  -0.929
C  3.9323  -0.9673  -0.6052  -0.380
C  4.2479  -1.7532  -1.6961  -0.169
C  5.2669  -2.6822  -1.5832  -0.223
C  5.9607  -2.8306  -0.3860  0.024
C  5.6216  -2.0236  0.6972  -0.234
C  4.6077  -1.0893  0.5934  -0.088
H  4.3344  -0.4555  1.4206  0.239
H  6.1556  -2.1314  1.6290  0.218
C  7.0719  -3.8253  -0.2634  -0.633
H  7.0360  -4.3243  0.7022  0.224
H  8.0328  -3.3164  -0.3394  0.228
H  7.0191  -4.5715  -1.0517  0.218
H  5.5258  -3.2991  -2.4311  0.216
H  3.7038  -1.6144  -2.6172  0.238
N  -1.7844  0.2763  0.4076  -0.453
C  -2.8999  1.1277  0.0126  -0.242
H  -2.5163  2.0946  -0.3135  0.226
C  -3.6641  0.4576  -1.1290  -0.218
N  -4.1245  -0.8429  -0.7097  -0.407
C  -5.4255  -1.0994  -0.4742  0.571
N  -5.7346  -2.2857  0.0716  -0.520
C  -7.0142  -2.5440  0.2497  0.109
C  -8.0179  -1.6514  -0.0989  -0.377
C  -7.5896  -0.4518  -0.6501  0.109
N  -6.3177  -0.1662  -0.8396  -0.519
H  -8.2884  0.3186  -0.9531  0.194
H  -9.0602  -1.8734  0.0516  0.225
H  -7.2359  -3.5077  0.6923  0.194
C  -3.0765  -1.6918  -0.2036  -0.226
H  -3.5259  -2.6148  0.1610  0.255
C  -2.3204  -0.9781  0.9195  -0.234
H  -1.5077  -1.6187  1.2664  0.208
H  -3.0049  -0.8056  1.7677  0.180
H  -2.3817  -1.9138  -1.0217  0.190
H  -4.5291  1.0533  -1.4172  0.253
H  -2.9965  0.3317  -1.9884  0.192
H  -3.5871  1.2937  0.8602  0.176
H  -1.4872  1.3159  2.2417  0.217
H  -0.4326  1.5477  -1.3070  0.216
H  0.8931  3.3820  -2.2039  0.214
H  3.1987  4.9519  -1.0470  0.225
H  2.2770  6.1638  -0.1551  0.214
H  1.7908  5.7006  -1.7953  0.216

The LUMO energy comes out at 0.0176 Eh. The HOMO energy is -8.3 eV. The SMILES is Cc1ccc([C@H](c2nnnn2CS(=O)(=O)c2ccc(C)cc2)N2CCN(c3ncccn3)CC2)cc1. For the electronic energy, the calculation gives -53229.488 eV.

***

[4]
Below is one molecule with the formula C20H28N4O4S, with properties calculated with wB97M-V/def2-TZVPD.

Each line ends with the natural charge from an NBO analysis.
Positions of all 57 atoms, in Å:
C  -4.9651  -1.0083  1.1964  -0.617
H  -5.8141  -0.4210  0.8575  0.200
H  -5.3039  -2.0164  1.4200  0.212
H  -4.5707  -0.5635  2.1055  0.230
C  -3.8681  -1.0589  0.1368  -0.214
N  -3.3589  0.2600  -0.2066  -0.431
C  -2.5347  0.8453  0.6784  0.652
O  -2.2154  0.3119  1.7284  -0.639
C  -1.9963  2.2392  0.3333  -0.167
H  -1.4236  2.6019  1.1908  0.236
H  -2.8126  2.9389  0.1401  0.213
O  -1.1953  2.2601  -0.8501  -0.344
N  0.1586  2.0417  -0.6325  -0.166
C  0.6941  0.8529  -1.0374  0.295
N  1.9409  0.5727  -0.9984  -0.512
C  2.8092  1.5091  -0.5124  0.167
C  4.1746  1.2117  -0.4795  -0.219
C  5.0600  2.1392  0.0195  -0.170
C  4.6108  3.3722  0.4933  -0.233
C  3.2694  3.6802  0.4630  -0.157
C  2.3533  2.7535  -0.0393  -0.153
C  0.9323  3.0812  -0.0943  0.628
O  0.4119  4.1101  0.2709  -0.586
H  2.8964  4.6289  0.8179  0.234
H  5.3198  4.0875  0.8817  0.217
H  6.1156  1.9125  0.0439  0.217
H  4.4943  0.2550  -0.8606  0.241
S  -0.4425  -0.3325  -1.6110  0.289
C  0.6923  -1.6725  -2.0910  -0.619
C  1.9420  -1.9722  -1.2591  0.717
O  2.9984  -2.0706  -1.8545  -0.649
N  1.8229  -2.2619  0.0498  -0.449
C  0.6128  -2.2152  0.8417  -0.211
H  0.5064  -3.1707  1.3673  0.192
C  0.6271  -1.0708  1.8583  -0.638
H  1.1955  -1.3319  2.7469  0.203
H  1.0787  -0.1857  1.4170  0.205
H  -0.3873  -0.8230  2.1583  0.255
H  -0.2460  -2.1049  0.1821  0.207
C  3.0344  -2.6668  0.7465  -0.216
C  3.2323  -4.1788  0.6934  -0.614
H  2.3928  -4.6985  1.1506  0.197
H  3.3236  -4.5003  -0.3407  0.220
H  4.1396  -4.4517  1.2251  0.211
H  2.9734  -2.3237  1.7796  0.195
H  3.8762  -2.1743  0.2563  0.229
H  0.0616  -2.5627  -2.1390  0.245
H  1.0522  -1.4380  -3.0934  0.260
C  -3.7835  0.8493  -1.4589  -0.215
H  -3.7627  0.0662  -2.2226  0.201
C  -5.1863  1.4500  -1.3770  -0.618
H  -5.9326  0.6778  -1.2106  0.207
H  -5.2464  2.1710  -0.5652  0.207
H  -5.4203  1.9567  -2.3093  0.217
H  -3.0689  1.6132  -1.7584  0.224
H  -4.2361  -1.5287  -0.7764  0.195
H  -3.0320  -1.6464  0.5279  0.218

The LUMO energy comes out at 0.0166 Eh. The HOMO energy is -8.5 eV. The SMILES is CCN(CC)C(=O)COn1c(SCC(=O)N(CC)CC)nc2ccccc2c1=O. For the electronic energy, the calculation gives -46179.950 eV.

***

[5]
Below is one molecule with the formula C4H8O2, with properties calculated with wB97M-V/def2-TZVPD.

Each line ends with the natural charge from an NBO analysis.
Positions of all 14 atoms, in Å:
O  -0.2290  -1.7234  0.9035  -0.716
C  -0.2246  -0.9052  -0.2496  0.071
C  -1.1333  0.3459  -0.2480  -0.438
C  0.1129  1.2569  -0.3630  -0.436
C  1.0354  0.0145  -0.3281  0.082
O  1.8946  -0.0620  0.7721  -0.701
H  -0.8716  -1.3831  1.5331  0.472
H  -0.3612  -1.5490  -1.1262  0.175
H  -1.8343  0.4025  -1.0853  0.217
H  -1.7097  0.4782  0.6764  0.200
H  0.1709  1.8594  -1.2746  0.211
H  0.2951  1.9054  0.4992  0.217
H  1.6447  -0.1420  -1.2223  0.173
H  1.3694  -0.4000  1.5098  0.473

The LUMO energy comes out at 0.0321 Eh. The HOMO energy is -9.8 eV. The SMILES is O[C@@H]1CC[C@@H]1O. For the electronic energy, the calculation gives -8371.540 eV.

***

[6]
Below is C12H24N2O3 as an isolated structure, with properties calculated with wB97M-V/def2-TZVPD.

Each line ends with the natural charge from an NBO analysis.
Positions of all 41 atoms, in Å:
C  1.8158  0.8292  0.1917  -0.167
C  0.3064  1.2074  0.1259  0.695
C  1.9163  -0.3030  1.1502  -0.389
C  3.2972  -1.0035  1.4904  -0.305
C  3.3588  -2.1611  2.3570  -0.609
C  4.0555  -0.8161  0.1841  -0.633
C  -1.6388  0.5068  -1.2961  -0.229
C  -2.1256  1.7944  -1.5372  0.782
C  -2.3918  -0.3001  -0.2835  -0.195
C  -2.6950  0.3303  1.0117  -0.686
C  -3.7774  -0.6173  -1.1510  -0.439
C  -3.5891  -1.3051  -2.4731  -0.667
H  2.3883  2.2889  1.4076  0.359
H  2.4085  2.5540  -0.1664  0.351
H  2.2702  0.7169  -0.7847  0.218
H  1.4299  0.0787  2.0925  0.223
H  0.9815  -1.0443  0.8863  0.190
H  3.7395  -0.2141  1.9594  0.210
H  4.4681  -2.2787  2.2263  0.235
H  3.2818  -1.6731  3.5126  0.218
H  2.5517  -3.0057  2.1011  0.230
H  5.0057  -1.5921  0.1578  0.211
H  3.4615  -1.1419  -0.9265  0.199
H  4.6085  0.4643  0.1539  0.267
H  0.1489  0.0424  -1.5276  0.417
H  -1.8202  0.1493  -2.2269  0.267
H  -1.9500  -1.3979  -0.0777  0.222
H  -3.5736  1.0086  1.0811  0.226
H  -2.9126  -0.4808  1.7304  0.217
H  -1.7574  0.9383  1.5052  0.273
H  -4.4075  0.2203  -1.0735  0.229
H  -4.3942  -1.2133  -0.4050  0.211
H  -4.2983  -2.3075  -2.6401  0.235
H  -3.8759  -0.4619  -3.3981  0.249
H  -2.4815  -1.7405  -2.7275  0.208
H  -1.2106  2.6131  -0.1158  0.488
N  2.7382  1.8311  0.5462  -0.790
N  -0.2377  0.7908  -1.0201  -0.600
O  -0.2204  1.8973  1.0997  -0.675
O  -2.9239  1.9815  -2.5028  -0.589
O  -1.9506  2.8145  -0.6376  -0.655

The LUMO energy comes out at 0.0116 Eh. The HOMO energy is -9.8 eV. For the electronic energy, the calculation gives -21948.769 eV.

***

Taking the records one at a time from the top gives ΔE to the lowest compared entry with this formula, charge and spin values of 58.4, 16.9, 0.0, 68.9, 40.2, 206.2 kcal/mol.